1.
Here is a structure of composition H18O9 from the Open Molecules 2025 dataset. Energies are from wB97M-V/def2-TZVPD.

ORCA input file:
```
! wB97M-V def2-TZVPD RIJCOSX def2/J DEFGRID3
* xyz 0 1
O 0.56084 13.47057 14.47119
O -0.56259 12.79706 10.17962
O 1.24033 10.77197 10.27886
O 3.03829 12.22890 12.09514
O -0.89932 10.87250 10.69256
O 1.32894 14.74135 12.78800
O -0.36127 14.80338 11.13682
O 2.18726 13.58666 10.30904
O 0.69893 12.55497 12.01711
H -1.18132 15.29023 11.21883
H 3.77190 11.83502 12.56729
H 1.13725 11.67845 9.98922
H 2.55398 13.99122 11.09523
H -0.48002 12.98667 9.24501
H -0.88358 11.72611 10.25973
H 1.36169 15.69294 12.68985
H 0.15978 14.23345 14.88762
H 2.18639 14.43951 12.48818
H -1.09948 13.51132 10.52289
H 0.13927 12.84129 11.29531
H -0.75690 11.07014 11.61825
H 0.41736 10.56672 10.72251
H 2.95046 13.35806 9.77849
H 1.58677 12.77285 11.73338
H 3.21128 13.16987 12.12479
H -0.00456 14.78278 12.02482
H 0.88252 13.79726 13.63093
*
```

Properties
ΔE to the lowest compared entry with this formula, charge and spin: 266.2 kcal/mol
frontier orbital gap: 7.50 eV
E_tot: -18710.58983 eV



2.
Here is a cluster of 9 separate species, H18O9 in total from the Open Molecules 2025 dataset. Energies are from wB97M-V/def2-TZVPD.

ORCA input file:
```
! wB97M-V def2-TZVPD RIJCOSX def2/J DEFGRID3
* xyz 0 1
O 0.66592 -0.94467 -3.33760
O -1.80358 -1.43258 -0.15941
O 0.96588 0.23780 3.59574
O -1.96805 -0.19792 -2.72919
O 2.96373 -0.45447 -0.21894
O -1.79468 1.49035 0.64926
O -1.96109 0.99488 3.63003
O 2.90123 1.15766 -2.27682
O 0.57301 -0.41074 0.78181
H 3.13623 0.74757 -3.12948
H -0.17448 -0.99240 0.51001
H -2.29990 1.01311 4.54889
H 0.79123 -0.12066 2.67475
H -1.04050 0.74331 3.64358
H -1.55833 0.59286 -2.37042
H 2.93003 0.32908 -1.72552
H 2.25314 -0.13283 0.32026
H 1.06594 -0.51194 4.14664
H -2.60100 -1.49895 0.42933
H -1.74036 1.80944 1.54734
H 0.85291 -0.21957 -2.77879
H -1.92705 -0.96375 -1.03011
H 0.14631 0.42532 0.51890
H -2.45962 0.76614 0.73168
H 2.64074 -1.27786 -0.61754
H 0.63562 -0.49991 -4.23584
H -1.19327 -0.64923 -3.11855
*
```

Properties
ΔE to the lowest compared entry with this formula, charge and spin: 42.5 kcal/mol
frontier orbital gap: 11.18 eV
E_tot: -18720.29333 eV



3.
Here is a cluster of 9 separate species, H18O9 in total from the Open Molecules 2025 dataset. Energies are from wB97M-V/def2-TZVPD.

ORCA input file:
```
! wB97M-V def2-TZVPD RIJCOSX def2/J DEFGRID3
* xyz 0 1
O -0.49380 1.69772 -1.63867
O -2.45519 -1.83296 -2.59793
O 2.63035 -0.73935 -1.67841
O -1.65750 -1.96763 2.49362
O -2.30774 0.64791 -0.70828
O -0.04849 -0.63970 0.48792
O 4.40685 1.81499 -0.49875
O -1.68561 1.19693 1.38735
O 1.50041 -0.25897 2.73545
H -1.39757 2.12696 1.16948
H 0.74256 -0.98712 0.97534
H -2.00524 -1.21498 2.17514
H -0.43230 -1.45099 0.15570
H 4.81227 2.69073 -0.46534
H -1.93594 -1.18822 -3.07102
H -0.42591 1.94395 -2.54999
H 2.56345 0.17222 -1.20425
H 1.57425 -1.13711 2.74261
H -1.94104 0.21665 0.05905
H -2.00953 -1.85819 -1.67347
H -2.43231 -2.53245 2.75453
H 2.42869 -0.48716 -2.61052
H -1.91625 0.17521 -1.47146
H -0.29695 0.74266 -1.60678
H 0.55682 -0.14344 2.53694
H -1.27812 1.05033 2.25392
H 3.50384 1.96201 -0.15222
*
```

Properties
ΔE to the lowest compared entry with this formula, charge and spin: 117.6 kcal/mol
frontier orbital gap: 9.66 eV
E_tot: -18717.03785 eV



4.
Here is a cluster of 9 separate species, H18O9 in total from the Open Molecules 2025 dataset. Energies are from wB97M-V/def2-TZVPD.

ORCA input file:
```
! wB97M-V def2-TZVPD RIJCOSX def2/J DEFGRID3
* xyz 0 1
O -1.15449 3.84640 -1.02115
O -2.18525 -3.01312 -2.20322
O 4.28031 -0.41210 2.96973
O 0.83568 1.89974 -0.62693
O -1.76127 -3.35995 -4.15152
O 0.27919 -0.64592 -0.27762
O -3.51308 -1.48181 3.81756
O 4.74938 2.05022 0.18064
O -1.44543 0.42654 0.90030
H 5.14581 2.43568 0.91461
H -0.23794 -1.13729 0.40404
H 5.21749 -0.61103 2.85757
H -1.83280 0.89683 0.14457
H 0.30564 1.50247 -1.32384
H 4.09494 0.10485 2.20890
H -1.88159 -0.41758 0.81724
H -2.04454 4.12452 -1.26917
H -3.53106 -2.37603 4.22564
H 0.51019 0.18732 -0.02361
H 0.19215 2.22607 0.05344
H -1.05709 -2.94260 -3.63918
H -2.18999 -2.09317 -1.84091
H -2.63969 -1.27259 4.03770
H -1.24953 -4.00196 -4.70437
H -2.39559 -3.35709 -1.36484
H -0.57342 4.65050 -1.08497
H 4.08196 2.77108 -0.00058
*
```

Properties
ΔE to the lowest compared entry with this formula, charge and spin: 123.0 kcal/mol
frontier orbital gap: 10.08 eV
E_tot: -18716.80258 eV